DFT (wB97M-V/def2-TZVPD) results for a single C18H28N2O molecule.

The geometry in XYZ format:
```
49
Properties=species:S:1:pos:R:3:forces:R:3:lowdin_charge:R:1
C -5.273 -0.632 -1.776 -0.19 0.05 -0.15 -0.088
O -4.129 -0.831 -0.986 0.33 0.15 0.39 -0.104
C -3.652 0.220 -0.242 0.03 -0.10 -0.06 -0.199
C -4.182 1.498 -0.295 -0.12 -0.05 -0.16 -0.032
C -3.674 2.511 0.504 0.04 0.05 0.03 -0.101
C -2.624 2.246 1.358 -0.08 0.15 0.04 -0.099
C -2.077 0.975 1.407 -0.06 -0.08 -0.07 -0.029
C -2.567 -0.061 0.620 -0.26 0.09 -0.05 -0.158
N -2.091 -1.376 0.690 -0.20 -0.19 0.11 -0.097
C -1.299 -1.774 1.833 0.02 -0.15 0.11 -0.144
C 0.216 -1.580 1.573 -0.03 -0.01 -0.07 -0.158
N 0.360 -0.666 0.461 0.02 -0.15 0.15 -0.148
C 1.613 0.062 0.399 0.05 0.04 -0.32 -0.322
C 1.478 1.323 -0.458 0.11 0.03 0.38 -0.149
C 2.739 2.171 -0.329 -0.02 -0.06 -0.34 -0.193
C 3.964 1.373 -0.767 -0.03 0.09 0.42 -0.182
C 4.107 0.086 0.048 0.13 -0.17 -0.40 -0.388
C 5.324 -0.714 -0.409 -0.17 0.17 0.22 -0.076
C 2.831 -0.747 -0.076 -0.09 0.26 0.45 -0.124
C -0.110 -1.271 -0.768 0.01 0.08 -0.05 -0.142
C -1.494 -1.913 -0.514 0.12 0.00 -0.20 -0.127
H -5.497 -1.602 -2.217 -0.03 0.09 0.00 0.093
H -5.094 0.094 -2.577 -0.02 -0.02 0.05 0.095
H -6.128 -0.304 -1.175 0.04 0.00 -0.02 0.096
H -5.009 1.720 -0.951 -0.07 -0.04 -0.07 0.099
H -4.106 3.499 0.451 -0.03 0.08 -0.01 0.099
H -2.217 3.028 1.982 0.03 0.06 0.06 0.099
H -1.235 0.793 2.055 0.09 -0.06 0.04 0.104
H -1.629 -1.216 2.708 0.01 -0.04 -0.02 0.114
H -1.507 -2.835 2.016 0.03 0.08 0.07 0.117
H 0.691 -2.557 1.369 0.02 0.03 0.08 0.117
H 0.700 -1.153 2.453 0.05 -0.03 -0.01 0.118
H 1.812 0.390 1.429 0.02 0.00 -0.04 0.147
H 0.598 1.882 -0.136 -0.07 -0.02 -0.03 0.116
H 1.342 1.050 -1.505 -0.06 -0.02 -0.10 0.112
H 2.645 3.070 -0.941 0.00 0.06 0.07 0.109
H 2.862 2.486 0.710 0.00 0.07 0.05 0.114
H 4.864 1.982 -0.651 0.06 -0.01 -0.08 0.114
H 3.869 1.117 -1.825 0.04 -0.03 -0.11 0.121
H 4.244 0.356 1.102 -0.03 0.02 0.01 0.143
H 5.221 -1.000 -1.454 0.00 -0.05 -0.14 0.079
H 6.232 -0.124 -0.303 0.14 0.02 -0.02 0.074
H 5.433 -1.620 0.185 0.06 -0.13 0.03 0.074
H 2.694 -1.038 -1.119 0.00 -0.07 -0.09 0.121
H 2.925 -1.657 0.522 0.01 -0.10 -0.04 0.119
H 0.582 -2.042 -1.153 -0.03 0.06 -0.04 0.117
H -0.201 -0.483 -1.517 0.03 -0.07 -0.07 0.115
H -2.157 -1.741 -1.359 0.09 -0.12 0.02 0.112
H -1.393 -2.993 -0.371 -0.02 0.02 -0.04 0.123
```
Forces are in eV/Å.

Computed properties:
Charge ... 0
Highest occupied orbital energy ... -7.41 eV
Calculated total energy ... -24147.7099 eV
SMILES ... COc1ccccc1N1CCN([C@@H]2CCC[C@H](C)C2)CC1
Lowest unoccupied orbital energy ... 0.926 eV
Orbital gap ... 8.33 eV